DFT (wB97M-V/def2-TZVPD) results for a structure of composition C19H38BiO3P.

XYZ file:
```
62
Properties=species:S:1:pos:R:3:nbo_charge:R:1
C 1.328 1.979 -1.763 -0.66
H 2.195 2.384 -1.201 0.29
H 1.624 1.505 -2.710 0.26
H 1.361 0.844 -0.824 0.13
C 0.232 3.078 -1.871 -0.46
H -0.775 2.674 -2.113 0.21
H 0.110 3.594 -0.919 0.25
C 0.486 4.160 -2.945 -0.60
H -0.425 4.755 -3.063 0.25
H 1.283 4.859 -2.679 0.24
H 0.709 3.710 -3.922 0.23
C -1.073 -2.141 -1.079 -0.15
C -1.765 -1.398 -2.098 -0.02
C -0.805 -1.069 -3.121 -0.07
C 0.454 -1.623 -2.739 -0.01
C 0.287 -2.287 -1.491 0.13
C 1.313 -3.131 -0.824 -0.69
C 1.691 -1.572 -3.573 -0.68
C -1.101 -0.445 -4.441 -0.67
C -3.232 -1.171 -2.182 -0.67
C -1.718 -2.837 0.064 -0.66
Bi -0.350 0.614 -0.904 1.22
H 2.593 -1.790 -2.979 0.23
H 1.662 -2.333 -4.376 0.26
H 1.803 -0.588 -4.065 0.22
H 2.326 -2.863 -1.158 0.24
H 1.274 -3.062 0.273 0.23
H 1.173 -4.196 -1.081 0.28
H -2.633 -2.335 0.399 0.24
H -2.008 -3.864 -0.212 0.26
H -1.052 -2.919 0.932 0.21
H -3.473 -0.322 -2.836 0.24
H -3.732 -2.054 -2.613 0.27
H -3.694 -0.990 -1.200 0.24
H -0.280 0.220 -4.763 0.23
H -1.209 -1.219 -5.221 0.27
H -2.048 0.118 -4.436 0.24
C -0.384 4.294 3.186 -0.63
C 0.308 2.965 3.031 -0.06
O -0.459 2.222 2.040 -0.82
P -0.353 0.606 1.840 1.81
O -1.263 0.078 3.076 -0.82
C -1.452 -1.235 3.688 -0.05
C -1.205 -1.135 5.173 -0.64
O 1.186 0.287 2.303 -0.83
C 1.675 -1.071 2.499 -0.07
C 3.103 -1.143 2.000 -0.64
H -0.508 4.799 2.225 0.21
H 0.206 4.927 3.845 0.24
H -1.370 4.154 3.637 0.23
H 1.329 3.072 2.661 0.19
H 0.312 2.410 3.977 0.20
H -2.489 -1.517 3.490 0.21
H -0.782 -1.980 3.233 0.17
H -0.162 -0.886 5.390 0.21
H -1.858 -0.393 5.648 0.24
H -1.417 -2.102 5.636 0.24
H 1.612 -1.306 3.572 0.21
H 1.046 -1.801 1.957 0.16
H 3.703 -0.300 2.360 0.24
H 3.553 -2.070 2.368 0.25
H 3.139 -1.167 0.901 0.20
```

Max |F| in eV/A: 6.2
M in g mol⁻¹: 554.46
HOMO (alpha / beta) in hartree: -0.529 / -0.520
Total energy in a.u.: -1527.7363
Net charge: +2
Frontier orbital gap (alpha / beta) in eV: 6.2 / 5.7

***

DFT (wB97M-V/def2-TZVPD) results for an isolated molecule of C8H11N3S.

XYZ file:
```
23
Properties=species:S:1:pos:R:3:nbo_charge:R:1
C -0.864 -0.592 2.900 0.29
C 0.177 0.679 -1.712 0.13
C 1.028 0.348 1.669 -0.39
C 1.476 -0.896 0.896 -0.26
C -0.512 0.258 1.786 -0.43
C -1.069 -0.259 0.468 -0.03
C 0.357 1.481 -2.940 -0.66
C -2.014 -1.417 0.480 -0.67
N -1.126 -1.255 3.794 -0.32
N 0.944 -0.207 -1.283 -0.24
N 0.675 -1.008 -0.295 -0.20
S -1.351 0.976 -0.752 0.19
H 1.498 0.401 2.650 0.23
H 1.289 1.244 1.103 0.22
H 2.536 -0.835 0.636 0.23
H 1.299 -1.796 1.489 0.21
H -0.920 1.255 1.992 0.27
H -0.116 0.978 -3.785 0.24
H 1.416 1.605 -3.157 0.24
H -0.112 2.455 -2.815 0.23
H -2.964 -1.133 0.938 0.22
H -1.594 -2.241 1.052 0.23
H -2.206 -1.752 -0.536 0.24
```

Max |F| in eV/A: 3.7
M in g mol⁻¹: 181.26
HOMO in hartree: -0.307
Total energy in a.u.: -873.8172
Relative energy (zero: lowest compared OMol25 entry of this formula, charge and spin) in kcal per mole: 48.13
Frontier orbital gap in eV: 9.0

***

DFT (wB97M-V/def2-TZVPD) results for a structure of composition C23H36BN6O3PRuSi2Te.

XYZ file:
```
74
Properties=species:S:1:pos:R:3:mulliken_charge:R:1
Ru -0.231 -0.060 0.009 -0.08
C -0.428 0.135 4.386 -1.30
C -0.955 -0.161 3.125 -0.97
N -0.122 0.252 2.177 1.57
N 0.939 0.795 2.784 0.17
C 0.782 0.743 4.117 -0.35
B 2.016 1.586 2.018 -0.09
N 2.712 0.770 0.921 -0.03
C 4.019 0.486 0.819 -0.44
C 4.250 -0.055 -0.429 -0.96
C 2.989 -0.075 -1.034 -0.65
N 2.079 0.435 -0.212 0.61
N 1.278 2.726 1.292 -0.54
C 1.444 4.053 1.424 -0.27
C 0.600 4.682 0.531 -1.48
C -0.056 3.628 -0.119 -0.66
N 0.360 2.461 0.351 1.13
H -0.862 -0.068 5.350 0.45
H -1.872 -0.666 2.870 0.30
H 1.527 1.143 4.784 0.47
H 2.818 2.027 2.791 -0.22
H 4.697 0.682 1.631 0.47
H 5.183 -0.405 -0.836 0.51
H 2.706 -0.414 -2.019 0.31
H 2.146 4.450 2.138 0.44
H 0.476 5.739 0.371 0.42
H -0.799 3.670 -0.898 0.60
C 0.595 1.977 -2.954 -1.67
Si -0.355 0.403 -2.362 1.68
C 0.172 -0.929 -3.659 -0.94
C -2.180 0.828 -2.786 0.08
C -2.599 1.019 -4.104 -0.48
C -3.920 1.321 -4.402 -0.72
C -4.841 1.459 -3.372 -0.73
C -4.430 1.306 -2.056 -0.64
C -3.110 0.980 -1.745 0.24
Si -2.523 0.757 0.068 1.64
C -3.912 -0.299 0.902 -1.57
C -2.818 2.467 0.905 -1.63
H 0.994 1.839 -3.961 0.49
H 1.423 2.227 -2.287 0.37
H -0.083 2.833 -2.978 0.33
H -0.704 -1.381 -4.125 0.43
H 0.738 -1.735 -3.189 -0.30
H 0.799 -0.488 -4.440 0.43
H -1.880 0.929 -4.913 0.36
H -4.230 1.458 -5.432 0.38
H -5.879 1.679 -3.596 0.38
H -5.154 1.444 -1.257 0.36
H -4.710 -0.491 0.182 0.47
H -4.346 0.221 1.761 0.39
H -3.547 -1.271 1.236 0.29
H -3.822 2.508 1.331 0.51
H -2.728 3.277 0.179 0.37
H -2.102 2.661 1.707 0.32
C 3.450 -3.629 -0.943 -0.86
C 1.982 -3.804 -1.303 0.06
O 1.053 -3.495 -0.282 0.02
P 1.027 -2.114 0.656 -1.02
O 2.326 -2.035 1.366 -0.63
Te -1.733 -2.410 -0.934 0.03
O -0.128 -2.720 1.674 0.32
C 0.170 -3.850 2.494 -0.41
C 0.960 -3.507 3.750 -0.96
H 4.064 -3.997 -1.769 0.43
H 3.689 -4.191 -0.040 0.27
H 3.686 -2.586 -0.757 0.03
H 1.797 -4.857 -1.538 0.34
H 1.745 -3.222 -2.203 -0.26
H 0.713 -4.595 1.904 0.25
H -0.800 -4.276 2.767 0.36
H 1.945 -3.139 3.473 0.22
H 1.062 -4.400 4.372 0.43
H 0.447 -2.732 4.317 0.15
```

Max |F| in eV/A: 3.1
M in g mol⁻¹: 771.21
HOMO (alpha / beta) in hartree: -0.150 / -0.141
Spin multiplicity: 2
Total energy in a.u.: -2760.6250
Relative energy (zero: lowest compared OMol25 entry of this formula, charge and spin) in kcal per mole: 63.36
Net charge: -1
Frontier orbital gap (alpha / beta) in eV: 6.6 / 6.0

***

DFT (wB97M-V/def2-TZVPD) results for a structure of composition C36H52BN8OS3Sr.

XYZ file:
```
102
Properties=species:S:1:pos:R:3:mulliken_charge:R:1
Sr -0.157 0.248 0.906 4.01
C -0.885 3.062 0.305 -0.59
N -0.616 2.237 1.513 0.35
C -1.877 1.398 1.528 -2.60
C -1.844 0.306 2.664 -0.62
N -1.290 -1.004 2.215 0.39
C -2.198 -1.381 1.085 0.12
C -0.872 -1.876 3.260 -1.57
C -1.723 -2.230 4.298 -0.26
C -1.250 -2.986 5.356 -1.03
C 0.094 -3.366 5.358 -0.51
C 0.950 -2.999 4.343 -1.02
C 0.515 -2.225 3.235 0.74
S 1.605 -1.787 1.941 -0.07
C -0.395 2.736 2.873 -1.16
C -1.419 3.377 3.556 -0.25
C -1.383 3.482 4.937 -0.97
C -0.286 2.941 5.618 -0.48
C 0.754 2.337 4.947 -0.64
C 0.754 2.182 3.535 1.09
S 1.981 1.302 2.675 -0.45
H -1.743 3.727 0.475 0.46
H -1.201 2.332 -0.509 -0.64
H -0.036 3.659 -0.013 0.52
H -1.931 0.962 0.491 -0.83
H -2.744 2.029 1.713 0.93
H -2.875 0.230 3.024 0.43
H -1.304 0.726 3.522 0.55
H -3.212 -1.567 1.454 0.61
H -1.860 -2.245 0.514 -0.29
H -2.262 -0.490 0.402 0.01
H -2.754 -1.890 4.277 0.36
H -1.911 -3.277 6.163 0.38
H 0.474 -3.949 6.191 0.38
H 1.995 -3.285 4.351 0.45
H -2.291 3.717 3.007 0.35
H -2.203 3.940 5.474 0.40
H -0.266 2.980 6.702 0.35
H 1.575 1.886 5.491 0.42
C -5.109 2.285 -1.870 -1.96
C -4.079 1.517 -1.028 2.01
C -4.840 0.555 -0.078 -1.35
C -3.102 0.773 -1.923 0.00
C -3.379 0.483 -3.260 -1.17
C -2.246 -0.167 -3.707 -0.97
N -1.375 -0.240 -2.697 -0.40
N -1.881 0.315 -1.584 1.40
B 0.029 -0.937 -2.944 0.11
N 1.261 -0.110 -2.532 0.34
C 2.174 0.249 -3.458 -0.85
C 3.220 0.865 -2.826 -1.33
C 2.868 0.842 -1.463 -0.45
N 1.695 0.255 -1.281 0.84
C 3.688 1.380 -0.320 2.21
C 4.715 2.401 -0.781 -2.01
C 4.348 0.217 0.439 -1.10
N 0.023 -2.338 -2.294 0.05
C -0.368 -3.462 -2.916 -0.68
C -0.288 -4.494 -2.012 -1.14
C 0.184 -3.891 -0.826 -0.22
N 0.356 -2.578 -1.002 0.37
C 0.545 -4.626 0.438 2.56
C 2.059 -4.877 0.448 -1.44
C -0.222 -5.936 0.572 -1.95
H -5.709 2.914 -1.211 0.48
H -5.781 1.601 -2.388 0.43
H -4.626 2.924 -2.610 0.30
H -3.531 2.274 -0.466 -0.58
H -4.674 -0.481 -0.366 0.18
H -5.914 0.751 -0.118 0.53
H -4.558 0.668 0.969 0.13
H -4.279 0.696 -3.809 0.47
H -2.012 -0.593 -4.668 0.58
H 0.060 -1.075 -4.144 -0.31
H 2.020 0.033 -4.502 0.54
H 4.112 1.269 -3.273 0.41
H 2.963 1.829 0.359 -0.49
H 5.465 1.933 -1.425 0.36
H 5.228 2.821 0.088 0.45
H 4.246 3.219 -1.332 0.38
H 5.239 -0.128 -0.094 0.42
H 3.639 -0.601 0.551 -0.06
H 4.620 0.533 1.449 0.33
H -0.657 -3.454 -3.955 0.48
H -0.532 -5.530 -2.181 0.42
H 0.331 -3.965 1.277 -1.03
H 2.348 -5.480 -0.418 0.38
H 2.348 -5.406 1.362 0.38
H 2.579 -3.922 0.440 0.20
H 0.124 -6.674 -0.158 0.33
H -1.294 -5.788 0.421 0.43
H -0.075 -6.353 1.570 0.45
C -0.718 2.961 -4.716 -1.34
S -0.849 2.837 -2.930 1.52
C -1.839 4.329 -2.737 -1.33
O 0.529 3.198 -2.455 -0.73
H -1.694 2.832 -5.185 0.36
H -0.047 2.155 -5.014 0.26
H -0.269 3.924 -4.959 0.45
H -2.709 4.283 -3.391 0.33
H -1.202 5.183 -2.972 0.48
H -2.167 4.390 -1.701 0.23
```

Max |F| in eV/A: 13.5
M in g mol⁻¹: 807.50
HOMO in hartree: -0.117
Total energy in a.u.: -3166.4405
Relative energy (zero: lowest compared OMol25 entry of this formula, charge and spin) in kcal per mole: 167.23
Net charge: -1
Frontier orbital gap in eV: 5.1